{"formula": "C26H60BBrF6N3O14P2", "method": "the ωB97M-V functional and the def2-TZVPD basis", "elements": ["Br", "P", "P", "F", "F", "F", "F", "F", "F", "O", "O", "O", "O", "O", "O", "O", "O", "O", "O", "O", "O", "O", "O", "N", "N", "N", "C", "C", "C", "C", "C", "C", "C", "C", "C", "C", "C", "C", "C", "C", "C", "C", "C", "C", "C", "C", "C", "C", "C", "C", "C", "C", "B", "H", "H", "H", "H", "H", "H", "H", "H", "H", "H", "H", "H", "H", "H", "H", "H", "H", "H", "H", "H", "H", "H", "H", "H", "H", "H", "H", "H", "H", "H", "H", "H", "H", "H", "H", "H", "H", "H", "H", "H", "H", "H", "H", "H", "H", "H", "H", "H", "H", "H", "H", "H", "H", "H", "H", "H", "H", "H", "H", "H"], "positions_angstrom": [[-1.2548, 3.9291, 4.1742], [-1.8885, 2.4845, 1.0206], [0.5895, 2.8990, 3.5622], [3.0842, 4.7139, 2.4227], [2.6904, 3.1319, -0.3192], [1.4076, 0.6365, 0.2328], [-0.0407, 6.2508, 2.4540], [1.8371, 7.3480, 2.2400], [2.0807, 5.4662, 0.6487], [2.7041, 1.0489, -2.4013], [-2.5822, 1.8418, 2.1291], [3.1389, -8.5701, -1.0804], [5.3926, -11.7640, -7.6510], [-0.9022, 10.8511, 3.1157], [4.2441, -10.4799, -5.2654], [1.6254, 3.6143, 4.5452], [-7.2148, 5.4647, 0.0162], [-1.2165, -2.1000, 3.4163], [0.6714, -6.9899, -0.8374], [-4.7717, 3.8451, -0.1086], [-0.6038, 0.2708, -0.5516], [-2.3633, -3.8493, 1.3577], [0.0788, 11.2536, 5.8616], [1.0448, 3.8274, 1.9257], [1.3112, 3.2841, -0.4183], [-0.1711, 2.1305, 0.8789], [-5.0621, 3.6006, -1.4756], [-7.9915, 4.2970, 0.2240], [0.1856, 9.9731, 2.9206], [-2.5769, -2.5069, 3.3679], [-1.0844, -4.4074, 1.1164], [4.9681, -10.4157, -7.5865], [-1.6474, 10.5857, 4.2915], [-0.8613, -1.2281, 2.3665], [1.8598, -6.7552, -0.1001], [1.1608, 2.2682, -3.9939], [5.1060, -9.8427, -6.1926], [0.7082, 2.2559, -1.2957], [-4.8174, 5.2236, 0.2419], [1.0027, 12.2211, 5.3954], [4.3327, -12.7014, -7.6397], [2.7404, -8.9703, -2.3809], [0.7370, 3.1449, 0.8449], [-1.2542, 11.4867, 5.4419], [0.2850, 1.2310, -0.2716], [1.9008, 5.0405, 1.8959], [-0.0137, -8.1663, -0.4448], [1.2870, 6.2184, 2.6946], [4.8900, -11.4456, -4.4558], [-6.1254, 5.6003, 0.9038], [-2.7441, -3.8654, 2.7234], [3.0949, -7.1739, -0.8692], [1.6132, 1.8063, -2.5838], [1.8675, 1.9809, -4.7718], [-0.1983, 2.7412, -1.6781], [-2.1647, -4.6143, 3.2732], [-8.6629, 4.2042, -0.6270], [4.1122, -12.0103, -3.9442], [-3.7989, -4.1504, 2.7735], [-5.2296, 2.5299, -1.5844], [2.8622, 0.6999, -1.5152], [0.6631, -9.0206, -0.3760], [-1.0395, 0.3919, -1.4063], [1.0357, 3.3576, -4.0199], [0.9002, 12.3917, 4.3207], [4.8385, -8.7816, -6.2196], [-2.3172, 2.1503, -0.2657], [5.5974, -9.8361, -8.2687], [-0.1691, 8.9777, 2.6283], [-4.6600, 5.8455, -0.6454], [-4.2253, 3.9020, -2.1179], [-8.5890, 4.3826, 1.1367], [1.7941, -8.5079, -2.6721], [-1.3907, 12.5348, 5.1568], [5.5282, -10.9657, -3.7054], [3.5055, -8.7234, -3.1234], [-1.1096, -5.4979, 1.2091], [3.7935, -12.6956, -8.5932], [-1.7883, 3.8825, 1.0348], [3.1344, -6.6376, -1.8239], [0.1738, 1.8585, -4.2436], [3.9806, -6.8977, -0.2879], [0.8717, 13.1726, 5.9203], [-0.5111, -8.0271, 0.5219], [-0.8024, -4.1592, 0.0944], [-0.3350, -4.0064, 1.8046], [6.1474, -9.9214, -5.8626], [2.0008, 11.8408, 5.6055], [0.2261, -1.1339, 2.3727], [0.8024, 9.8886, 3.8196], [-6.2771, 4.9915, 1.8017], [-1.9124, 11.2791, 6.2907], [1.9151, -5.6799, 0.1020], [-0.7694, -8.3680, -1.2018], [2.6171, -10.0515, -2.3615], [1.2786, 4.3440, 5.0821], [-1.3087, -0.2368, 2.5140], [1.8258, -7.2792, 0.8610], [-6.0690, 6.6490, 1.2109], [0.7903, 10.3799, 2.1116], [-2.7032, 10.7454, 4.0558], [-3.9985, 5.4183, 0.9437], [-5.9578, 4.1348, -1.7955], [-1.1775, -1.6172, 1.3956], [-3.1718, -1.7667, 2.8214], [3.9295, -10.3234, -7.9226], [5.4958, -12.1307, -5.0532], [3.6259, -12.5015, -6.8305], [1.4986, 6.1431, 3.7640], [-1.5213, 9.5382, 4.5918], [-2.9472, -2.5458, 4.3955], [-7.3666, 3.4026, 0.2905], [4.7751, -13.6851, -7.4937]], "mol_weight_g_mol": 905.4, "total_charge": 1, "total_energy_ev": -166659.819}